Molecular formula: C56H140O28S21
Method: DFT, wB97M-V/def2-TZVPD

```
245
Properties=species:S:1:pos:R:3:forces:R:3:mulliken_charge:R:1
C 2.733405 3.729308 -2.687370 -0.7 0.8 -0.3 -0.96
S 0.943198 4.148948 -2.220304 0.3 1.3 -1.0 1.05
O 0.773051 5.663604 -2.408132 0.6 -1.6 0.5 -0.79
C 0.083525 3.449762 -3.685206 0.8 -0.4 1.6 -0.90
H 2.845661 2.871590 -3.350556 -0.4 -0.2 0.2 0.19
H 3.404306 3.657558 -1.831292 -0.4 -0.1 0.3 0.08
H 3.000659 4.626733 -3.245299 0.1 0.1 -0.1 0.51
H -0.937503 3.803999 -3.543378 0.1 0.2 -0.6 0.33
H 0.108433 2.381012 -3.472453 0.0 -0.2 -0.5 0.04
H 0.630539 3.694840 -4.595595 -0.4 0.1 0.0 0.46
C 3.205516 9.228884 0.217581 -0.2 -0.7 -1.0 -0.94
S 4.093261 7.650644 0.528821 0.0 -0.4 1.6 0.40
O 4.245235 7.514549 2.042362 0.2 0.4 -1.3 -0.62
C 2.673653 6.540219 0.192399 0.8 1.5 -0.6 0.65
H 3.765318 10.135159 -0.013445 0.7 -0.2 1.3 0.44
H 2.448778 9.266975 1.001160 0.0 0.5 -0.1 0.23
H 2.785941 9.149390 -0.785290 -0.7 -0.6 0.0 0.33
H 1.977901 6.815142 0.985149 -0.3 -0.3 -0.2 -0.59
H 2.962548 5.489239 0.183566 0.1 0.2 0.2 -0.40
H 2.401852 6.899452 -0.800161 -0.8 -0.6 0.0 0.50
C -4.385864 2.962564 2.502564 0.4 -0.1 -0.3 -1.14
S -2.662734 2.387641 2.863150 0.5 2.2 0.5 0.88
O -1.660395 3.133003 1.938865 -1.7 -0.9 1.2 -0.36
C -2.503906 3.238972 4.550375 0.0 -0.8 -0.7 -0.99
H -4.722558 2.436591 1.609211 0.2 0.3 -0.2 0.07
H -4.408155 4.039677 2.336952 0.2 -0.1 -0.1 0.30
H -5.124018 2.687117 3.255799 0.5 -0.2 0.4 0.50
H -3.353496 2.975363 5.180312 -0.1 0.0 -0.2 0.42
H -2.436268 4.321531 4.442748 0.0 -0.1 -0.3 0.23
H -1.614148 2.831741 5.030580 0.2 0.1 -0.1 0.11
C 3.691650 -1.584671 3.438417 0.7 -0.4 0.0 0.59
S 5.345605 -1.168781 4.003853 1.2 -0.8 1.8 0.69
O 5.445818 -1.606173 5.477434 -0.3 0.7 -2.1 -0.75
C 6.253454 -2.480178 3.075367 -0.9 -0.5 -0.1 -0.81
H 3.629544 -2.672463 3.469371 -0.4 0.0 0.2 0.54
H 3.565727 -1.215899 2.420462 -0.1 0.2 0.0 -0.06
H 3.029883 -1.111468 4.163842 0.0 -0.1 -0.2 -1.01
H 7.336020 -2.356209 3.047363 -0.2 0.3 0.1 0.39
H 5.817110 -2.597875 2.083466 0.2 0.5 -0.3 -0.05
H 6.007255 -3.450349 3.506935 0.1 0.1 0.6 0.41
C -6.285031 -2.145238 2.007334 1.0 -0.2 0.0 -0.83
S -5.277556 -0.560455 1.790573 -0.8 -1.1 1.1 0.62
O -5.745702 0.250620 2.983827 0.9 -0.5 -0.7 -0.66
C -3.570768 -1.208252 2.135533 0.2 -0.9 0.8 1.20
H -6.002550 -2.698826 2.902798 0.4 0.5 0.4 0.19
H -6.078876 -2.883058 1.231959 -0.2 0.3 -0.5 0.00
H -7.351834 -1.945962 2.108938 0.2 0.5 -0.4 0.50
H -3.560834 -1.984991 2.900183 -0.6 0.5 0.8 0.19
H -2.912511 -0.402509 2.460482 -0.4 0.3 0.0 -0.69
H -2.960159 -1.772505 1.430631 -0.6 0.5 -1.3 -0.29
C -4.782498 -1.845692 7.011256 0.1 0.1 -0.1 -1.25
S -3.081337 -1.554098 6.306350 -1.7 -0.2 -1.0 0.56
O -3.000814 -2.526447 5.136046 -0.2 1.0 1.0 -0.49
C -3.429393 0.158576 5.648070 0.4 -1.1 0.1 -0.30
H -4.978778 -1.194173 7.862783 0.3 -0.1 0.2 0.41
H -4.871761 -2.898714 7.278241 0.5 0.1 0.3 0.40
H -5.613179 -1.690023 6.322896 0.4 0.3 -0.6 0.30
H -2.627580 0.388213 4.946317 0.1 -0.1 0.1 -0.62
H -3.366313 0.851508 6.487101 -0.2 -0.1 0.0 0.62
H -4.375580 0.141953 5.107185 -0.1 0.1 0.1 0.36
C 0.118836 -0.454477 -6.289220 1.0 -1.2 -0.4 -0.31
S 1.851003 -0.179078 -5.733099 -1.0 0.1 2.3 0.14
O 1.679988 0.693490 -4.491812 0.5 0.1 -1.0 -0.40
C 2.124876 -1.819633 -4.904030 -1.0 0.3 -1.1 0.09
H 0.187436 -1.232601 -7.049424 0.0 -0.3 -0.1 0.51
H -0.343586 0.389152 -6.801619 0.3 0.3 0.6 0.42
H -0.398477 -0.884144 -5.431384 -0.3 0.4 0.0 -0.37
H 1.259620 -2.028845 -4.275022 -0.1 0.4 0.1 -0.22
H 3.018728 -1.767961 -4.282372 0.1 -0.1 -0.5 -0.13
H 2.096767 -2.575396 -5.688962 0.6 -0.2 0.1 0.34
C -3.247098 3.477883 -1.277099 -0.2 -0.5 0.0 0.13
S -5.030646 3.636472 -1.606276 -0.2 1.0 1.7 0.38
O -5.599529 4.064361 -0.220578 0.8 -0.1 -2.5 -0.61
C -4.918159 5.062172 -2.826883 -0.2 -0.5 0.7 -0.65
H -2.759219 4.450702 -1.216246 0.0 -0.1 -0.2 0.20
H -2.800510 2.783563 -1.988840 0.1 0.4 -0.5 0.15
H -3.146919 2.957652 -0.324521 -0.2 0.3 0.2 -0.40
H -5.929206 5.423419 -3.015003 0.0 -0.1 0.2 0.45
H -4.533390 4.666217 -3.766712 0.2 -0.2 0.1 0.18
H -4.278849 5.873959 -2.479926 0.0 -0.1 0.2 0.08
C 2.223084 -3.971414 1.049802 1.3 0.5 0.1 -0.90
S 1.604565 -4.496175 -0.570317 -0.4 -1.1 1.7 1.05
O 2.189154 -5.858287 -0.835420 -0.4 0.9 0.0 -0.84
C -0.041735 -4.740515 0.255377 -0.5 -0.5 -0.5 -1.13
H 2.103546 -4.759271 1.793514 -0.5 0.1 -0.1 0.48
H 1.784542 -3.008291 1.310899 -0.6 -0.2 0.2 -0.27
H 3.288906 -3.745046 1.079398 0.3 -0.1 -0.7 0.38
H -0.007005 -5.145539 1.266741 0.7 -0.1 0.0 0.56
H -0.579464 -5.477838 -0.340686 -0.1 0.2 -0.3 0.50
H -0.635247 -3.830415 0.342273 0.3 0.3 -0.5 -0.10
C 0.525148 1.365657 0.380261 -0.5 0.0 0.3 -0.14
S 0.812284 -0.493227 0.643632 -0.2 1.1 -0.6 0.41
O -0.444315 -1.165674 1.185723 0.9 0.9 -1.0 -0.14
C 0.984909 -0.855197 -1.154797 -0.6 -0.4 0.2 0.41
H -0.146897 1.660462 -0.425670 -0.4 -0.9 -0.2 0.21
H 1.376234 2.011900 0.165496 0.9 -0.8 0.3 0.21
H 0.061855 1.785484 1.273117 0.0 -0.3 0.2 -0.54
H 1.904363 -0.451137 -1.578387 -0.2 0.4 0.3 -0.24
H 0.094336 -0.494632 -1.669542 0.1 0.3 0.0 0.37
H 1.008651 -1.928850 -1.341364 0.0 -0.1 0.4 -0.45
C 1.688560 4.601875 3.237831 -0.8 0.3 0.1 0.41
S 1.062627 4.604024 4.967947 1.7 -0.7 0.7 0.71
O 2.305167 4.413687 5.859830 -1.9 0.9 -1.4 -0.71
C 0.323356 6.291443 5.004532 0.4 0.2 -0.6 -0.93
H 0.846943 4.446150 2.562912 -0.4 0.1 0.1 0.24
H 2.306110 3.718574 3.075026 0.3 0.2 0.4 -0.90
H 2.166370 5.546269 2.977238 0.4 -0.2 0.2 0.38
H 0.854437 7.074279 4.463046 0.6 -0.2 0.1 0.35
H 0.133377 6.653084 6.015094 0.0 -0.5 0.0 0.41
H -0.596323 6.189263 4.428469 -0.3 -0.2 0.3 0.13
C 6.423666 -0.835676 -0.476292 -0.7 1.0 0.9 -1.11
S 4.609958 -0.697227 -0.704552 0.0 -0.2 -1.2 1.04
O 4.127999 0.516188 0.028471 0.5 -0.4 -0.1 -0.62
C 4.685760 -0.199726 -2.482580 -0.2 0.5 0.6 -0.68
H 6.939644 -1.514869 -1.154939 -0.2 0.1 0.1 0.37
H 6.525500 -1.090275 0.578658 0.1 -0.6 -0.1 0.23
H 6.772730 0.196906 -0.471537 0.3 -0.1 -0.7 0.34
H 5.254524 -0.892864 -3.102386 0.0 -0.1 0.1 0.44
H 5.105372 0.806239 -2.474205 0.5 -0.1 0.0 0.32
H 3.689496 -0.030612 -2.891185 -0.2 -0.4 0.2 -0.31
C 0.875772 0.866387 4.103443 0.7 0.6 1.1 1.65
S 0.762183 0.454295 5.913087 -1.3 1.1 0.1 0.69
O -0.182775 1.515685 6.522833 1.6 -1.3 -0.8 -0.68
C 2.506382 0.713020 6.397523 0.4 0.3 0.5 -0.98
H 1.363788 1.830150 3.958193 0.1 0.1 0.4 -0.43
H -0.142315 1.003721 3.739097 0.0 -0.7 -0.1 -0.76
H 1.537331 0.142028 3.628314 -0.6 -0.2 -0.2 -0.50
H 2.572185 1.304910 7.310451 -0.6 0.7 -0.3 0.46
H 3.117642 1.170175 5.619408 -0.2 0.1 0.0 0.02
H 3.010000 -0.174852 6.779823 -0.4 -0.7 -0.7 0.40
C 0.005991 -3.498007 6.492955 0.3 -0.7 0.9 -1.15
S 1.035529 -2.923817 5.111549 -1.4 -0.8 -1.3 0.84
O 1.776980 -4.139863 4.607983 -0.3 0.6 0.4 -0.74
C -0.387366 -2.757653 3.885129 0.9 -0.8 -0.1 0.57
H 0.715485 -3.736117 7.285438 0.2 0.4 0.2 0.47
H -0.469122 -4.469504 6.356679 0.0 0.0 -0.9 0.37
H -0.773311 -2.841285 6.879613 0.4 0.5 -0.3 0.19
H -0.993347 -1.852557 3.926224 0.1 -0.3 0.4 -0.16
H -0.917640 -3.702780 4.001961 -0.5 0.4 0.5 0.21
H -0.018802 -2.871625 2.865680 0.7 0.5 0.1 -0.65
C -5.627778 -2.771297 -2.050011 1.1 -0.3 -0.6 0.14
C -5.353965 -1.248504 -1.981100 1.3 0.1 1.1 -0.38
C -3.807523 -0.996260 -1.675061 -0.4 -1.2 -1.5 1.05
S -2.951390 -2.440402 -2.462167 0.3 -2.1 1.7 -0.04
O -2.339129 -3.306567 -1.390359 -1.4 1.9 -1.9 0.35
O -2.035938 -2.055350 -3.533578 -0.9 0.0 0.1 -0.31
C -4.541537 -3.354087 -2.994663 0.6 0.9 0.1 -0.99
H -6.578166 -3.072127 -2.490885 -0.2 0.4 0.2 0.57
H -5.529424 -3.265763 -1.083598 -0.1 0.2 0.1 -0.70
H -5.863776 -0.702891 -1.187057 -0.4 -0.3 0.0 0.58
H -5.574748 -0.715342 -2.905809 0.0 -0.3 -0.1 0.00
H -3.402675 -1.045669 -0.664239 -0.6 0.2 0.1 -0.83
H -3.521071 -0.092279 -2.212511 0.3 -0.1 0.2 -0.07
H -4.366914 -4.429987 -2.987616 0.2 0.1 0.7 0.58
H -4.796224 -3.129535 -4.030429 0.3 0.5 -0.1 0.28
C -0.846383 -5.965127 -4.013011 0.5 -1.1 -1.9 -0.59
C 0.720198 -5.734165 -4.190617 -0.8 0.2 0.4 0.21
C 1.111022 -5.878036 -5.669173 -0.5 0.7 -0.9 -0.65
S -0.429717 -5.621270 -6.703768 0.8 -0.3 2.4 1.13
O -0.811854 -6.866048 -7.332901 0.3 0.6 -0.6 -0.69
O -0.224813 -4.352533 -7.377872 -0.6 -0.5 -0.4 -0.62
C -1.546990 -5.423400 -5.276191 0.0 1.2 0.0 -0.36
H -1.440705 -5.659089 -3.152066 0.8 0.4 0.3 0.04
H -0.956975 -7.047782 -4.074102 -0.1 -0.2 0.2 0.40
H 1.320987 -6.412147 -3.584393 -0.3 0.0 0.1 0.56
H 1.001193 -4.730893 -3.870336 -0.1 0.1 0.0 -0.48
H 1.621937 -6.758553 -6.058730 -0.5 -0.5 0.6 0.42
H 1.780877 -5.064968 -5.949018 -0.2 0.1 0.0 0.22
H -2.545404 -5.807422 -5.485499 0.3 -0.7 -0.2 0.59
H -1.739958 -4.353454 -5.198196 0.4 0.3 0.1 -0.17
C 7.486826 3.497318 1.423619 -0.3 0.4 -0.2 -0.96
C 7.146246 4.204495 2.765942 -1.3 -0.2 -1.2 -0.69
C 5.601697 4.436450 2.666925 -0.1 -1.2 0.5 -0.65
S 4.856095 2.868739 1.960916 2.3 0.7 2.5 1.18
O 3.875644 3.230793 0.999787 -1.3 0.2 -1.3 -0.40
O 4.474794 2.001351 3.098717 0.7 0.9 -1.9 -0.50
C 6.479188 2.358831 1.159300 -0.7 -0.6 0.4 -0.19
H 8.554959 3.303012 1.326355 -0.1 -0.9 0.4 0.41
H 7.377561 4.191248 0.590181 -0.5 0.4 0.1 0.34
H 7.645875 5.172341 2.807786 0.1 -0.2 0.2 0.41
H 7.436421 3.555038 3.591840 -0.2 0.2 0.1 0.28
H 5.320232 5.292458 2.053628 0.2 -0.2 -0.2 0.05
H 5.036484 4.533433 3.593876 0.4 0.1 0.3 0.52
H 6.271698 2.141138 0.111605 -0.1 0.5 0.0 0.01
H 6.633973 1.379625 1.612381 0.6 0.1 0.3 0.23
C -3.410593 -6.811337 2.747218 -0.2 -1.7 -1.0 -0.85
C -3.317102 -5.314721 2.741770 0.4 1.9 -0.4 0.47
C -3.629604 -4.733447 1.320739 -0.2 -2.1 0.1 1.59
S -4.808857 -5.959002 0.580595 1.2 1.3 -0.4 1.13
O -4.339964 -6.203682 -0.794539 -0.9 -0.1 1.6 -0.65
O -6.157952 -5.532887 0.852518 -0.5 0.2 -0.4 -0.68
C -4.449431 -7.305168 1.697045 0.9 -1.0 -0.3 -0.78
H -3.562188 -7.344560 3.685721 -0.5 0.7 0.3 0.44
H -2.466134 -7.263751 2.444862 0.3 0.4 -0.3 0.28
H -2.284831 -5.036777 2.954518 0.0 0.1 0.2 -0.55
H -3.916541 -4.787095 3.483648 -0.2 -0.3 0.1 0.40
H -2.785711 -4.858989 0.642378 0.1 0.4 0.1 -0.80
H -4.049741 -3.728851 1.272102 0.1 -0.3 0.1 -0.83
H -3.994303 -8.041185 1.034307 0.1 -0.1 0.1 0.40
H -5.324011 -7.811611 2.105386 -0.3 0.7 -0.1 0.40
C -4.412946 -0.640882 -6.484808 0.4 0.6 0.2 -0.32
C -5.471966 0.283382 -7.055664 -0.5 -0.7 -0.4 -0.81
C -5.706543 1.443490 -6.096340 0.9 0.8 -0.6 -0.94
S -4.117032 1.653957 -5.168755 -1.0 0.0 -0.1 1.21
O -4.555247 1.210840 -3.831698 1.4 0.5 -0.9 -0.50
O -3.468226 2.962639 -5.358891 -0.7 -1.9 0.3 -0.77
C -3.234333 0.269663 -6.062681 -0.9 -0.1 1.1 -0.04
H -4.128755 -1.401586 -7.211905 0.2 0.1 0.1 0.57
H -4.847246 -1.133793 -5.615018 0.4 -0.1 0.2 -0.17
H -6.382850 -0.297940 -7.198692 -0.2 0.2 0.0 0.43
H -5.122306 0.534357 -8.057094 -0.2 0.7 0.1 0.32
H -6.459995 1.270215 -5.327983 0.2 -0.1 -0.1 0.39
H -5.915870 2.382953 -6.607914 0.0 0.0 0.0 0.47
H -2.621521 -0.255444 -5.329991 0.2 0.3 0.0 -0.32
H -2.655869 0.732734 -6.862079 -0.2 -0.2 0.0 0.38
C -2.241440 6.441218 1.352018 0.1 -0.5 1.0 0.84
C -1.169718 7.497437 1.543307 -0.3 1.5 -0.7 -0.55
C -1.043607 8.194953 0.126077 0.0 -1.9 0.9 -0.44
S -2.803254 8.370517 -0.446390 -0.1 1.5 3.3 1.03
O -2.858411 7.822720 -1.758957 -0.5 -0.2 -1.2 -0.60
O -3.361067 9.714309 -0.113368 1.2 -2.5 -0.9 -0.71
C -3.485292 7.125727 0.830570 0.9 0.5 -1.2 -0.76
H -2.419483 5.954472 2.310911 -0.4 0.2 0.3 -0.38
H -1.914972 5.562931 0.795128 0.1 0.3 -0.7 -0.18
H -0.266215 7.071330 1.979450 0.3 0.1 -0.5 -0.18
H -1.525365 8.253032 2.243805 -0.1 0.0 0.3 0.42
H -0.630172 7.345233 -0.417201 -0.2 0.2 -0.9 0.12
H -0.362671 9.027723 -0.049760 -0.6 0.3 0.4 0.52
H -4.138815 6.421586 0.315597 -0.3 0.3 0.1 0.32
H -3.950320 7.727572 1.611364 -0.2 -0.1 -0.3 0.45
C 7.266669 -6.207344 -3.869677 -0.3 -0.6 -1.9 -0.61
C 6.945592 -6.100240 -2.407166 -1.2 0.9 0.3 -0.62
C 6.162415 -4.758407 -2.269583 0.0 0.4 -0.1 -0.35
S 5.294808 -4.411907 -3.891394 -0.1 -2.3 1.7 1.19
O 5.886984 -3.227447 -4.432186 -0.3 1.3 -0.3 -0.72
O 3.852497 -4.625975 -3.734195 1.5 0.8 -0.4 -0.41
C 6.060879 -5.784115 -4.755926 0.1 0.1 -0.5 -0.90
H 7.607649 -7.190510 -4.194061 -0.2 -0.2 0.3 0.39
H 8.109713 -5.576484 -4.151428 -0.1 0.4 0.3 0.29
H 7.894152 -6.149092 -1.872438 -0.3 0.3 0.4 0.33
H 6.262116 -6.854029 -2.016322 0.3 -0.4 -0.3 0.33
H 6.842575 -3.928783 -2.076733 0.0 0.1 -0.3 0.09
H 5.375908 -4.698105 -1.517335 0.1 -0.5 0.1 0.24
H 6.373569 -5.380828 -5.719092 0.3 0.2 0.1 0.41
H 5.310905 -6.519353 -5.047581 0.0 -0.3 0.8 0.36
```
Positions in Å, forces in eV/Å.

Calculated values
E_HOMO ... -8.30 eV
2S+1 ... 1
LUMO ... -0.02 eV